# 1
The following is a quantum chemistry calculation of a structure of composition C43H41BCoF9N16O4PS2, from OMol25.

Output
* ΔE to the lowest compared entry with this formula, charge and spin: 0.00 kcal per mole
* HOMO energy (alpha / beta): -0.124 / -0.124 Eh
* charge: -2
* DFT total energy: -6284.61310 hartree
* orbital gap (alpha / beta): 7.06 / 7.07 eV
* spin multiplicity: 4

Atoms and positions in Å:
Co1 11.34700 17.06928 14.88912
B1 12.47020 14.79904 16.95467
N1 13.37242 14.97689 15.79946
C1 14.63290 14.55500 15.56896
C2 14.98994 15.04449 14.37099
C3 13.95662 15.86954 13.88533
N2 12.97007 15.80528 14.77359
N3 12.07848 16.06920 17.69665
C4 12.00879 16.30034 19.01003
C5 11.57549 17.60351 19.27838
C6 11.41854 18.07215 17.96830
N4 11.71589 17.17958 17.01396
H1 12.95416 14.04708 17.84760
H2 11.56514 14.25030 16.43800
H3 15.16348 13.94635 16.29113
H4 15.89095 14.93795 13.80190
H5 13.88038 16.40011 12.94982
H6 12.36552 15.51430 19.69577
H7 11.37546 18.09382 20.20842
H8 11.13717 19.03795 17.65122
N5 8.14930 16.66500 13.30097
C7 8.22821 17.14371 14.65458
N6 7.12099 17.46118 15.30929
N7 7.54250 17.62738 16.59793
N8 8.89071 17.51146 16.63243
N9 9.33882 17.18155 15.39549
C8 9.29859 16.52351 12.52539
N10 9.31995 16.20400 11.21875
N11 10.60876 16.05991 10.89954
N12 11.28047 16.29609 11.96525
N13 10.54245 16.54612 13.01408
H9 7.26611 16.72927 12.82861
F1 13.92376 8.62547 8.47530
C9 14.30581 9.96430 8.72199
F2 15.67177 9.95430 8.87110
F3 13.95270 10.59859 7.61834
C10 13.61184 10.57324 9.98349
C11 12.97624 11.80130 9.88736
C12 12.35610 12.39340 10.99116
C13 12.46196 11.71132 12.24939
C14 13.20607 10.56642 12.34318
C15 13.74115 9.91571 11.23567
P1 11.59768 12.46901 13.70604
C16 9.83883 12.17905 13.08196
C17 9.30852 10.96805 12.54457
C18 8.09868 10.92343 11.83175
C19 7.35354 12.12524 11.88830
C20 7.84159 13.28681 12.31992
C21 9.09214 13.36176 12.94277
C22 5.94596 12.28137 11.24148
F4 5.81160 13.40054 10.48098
F5 4.96161 12.23468 12.12993
F6 5.68098 11.25266 10.41494
C23 11.84378 11.23243 15.06516
C24 13.19138 10.92215 15.55660
C25 13.39637 9.82008 16.38881
C26 12.28321 9.19734 17.00104
C27 10.99093 9.48336 16.57098
C28 10.77874 10.46196 15.57843
C29 12.43478 8.22259 18.15847
F7 13.25294 8.69975 19.17727
F8 11.25345 7.95221 18.77472
F9 13.05235 7.01566 17.86821
H10 12.87510 12.36126 8.92328
H11 11.83720 13.37668 10.86735
H12 13.32952 10.09018 13.29172
H13 14.35932 8.98516 11.26999
H14 9.84091 10.07559 12.56609
H15 7.71361 10.01740 11.35143
H16 7.38477 14.21835 12.11956
H17 9.42145 14.32935 13.26757
H18 14.01527 11.46583 15.22647
H19 14.36856 9.45662 16.71903
H20 10.12730 8.86549 16.87678
H21 9.81867 10.65985 15.25447
C30 5.84014 12.60505 15.09262
N14 7.03432 12.89530 15.91178
C31 7.53554 14.24153 16.02810
C32 8.94652 14.09329 16.54855
N15 8.86245 12.73253 17.12194
C33 7.76688 12.03643 16.64559
S1 7.58647 10.40542 16.95349
H22 6.01523 11.67153 14.66374
H23 5.55860 13.38550 14.37947
H24 4.93236 12.39101 15.67232
H25 6.87208 14.89902 16.61817
H26 7.65865 14.65638 15.01509
H27 9.26108 14.82508 17.27954
H28 9.71491 14.07165 15.77505
H29 9.69094 12.22618 17.40589
C34 14.30796 22.49070 20.49267
C35 14.72836 21.76694 19.21491
C36 15.36904 22.39836 18.17013
C37 15.70846 21.67140 17.02887
C38 15.40508 20.32393 16.89476
C39 14.68683 19.73811 17.93083
C40 14.34331 20.44740 19.11641
S2 16.03788 19.52763 15.42487
O1 16.44537 18.18174 15.79670
O2 16.99920 20.46277 14.89715
N16 14.86666 19.45863 14.38302
C41 14.19215 20.71174 13.81438
C42 13.15753 20.16997 12.81489
C43 11.97715 19.48180 13.48209
O3 10.84622 19.63875 13.03656
O4 12.28117 18.79158 14.54620
H30 13.43166 23.12783 20.29139
H31 15.21330 23.06718 20.87562
H32 14.08875 21.78247 21.25765
H33 15.73960 23.44297 18.22934
H34 16.18366 22.18329 16.14492
H35 14.42213 18.65851 17.77585
H36 13.85544 19.99783 20.07670
H37 14.15262 18.79957 14.63253
H38 15.02262 21.20726 13.22129
H39 13.72986 21.42505 14.52074
H40 13.65724 19.42498 12.17586
H41 12.80812 21.05209 12.21571

These are the Mulliken partial charges, in e, on atoms 1 to 8: 1.089 1.375 0.382 -0.761 -1.557 -0.440 0.645 -0.058

=====

# 2
The following is a quantum chemistry calculation of a cluster of 9 separate species, C18H58N4O9 in total, from OMol25.

Output
* ΔE to the lowest compared entry with this formula, charge and spin: 22.58 kcal per mole
* HOMO energy: -0.319 Eh
* DFT total energy: -1616.66058 hartree
* structure (SMILES): COC[C@H](C)N.COC[C@H](C)N.COC[C@H](C)N.COC[C@H](C)N.CO.CO.O.O.O
* orbital gap: 9.08 eV
* spin multiplicity: 1

Atoms and positions in Å:
C1 4.55669 0.61192 -2.24765
O1 3.34813 0.45018 -2.97824
C2 2.34673 -0.27348 -2.32621
C3 1.46463 -0.91811 -3.41006
C4 0.77095 0.14271 -4.16179
N1 0.48872 -1.77583 -2.74397
H1 4.45274 1.11823 -1.27654
H2 5.33254 1.09789 -2.86592
H3 5.05014 -0.37577 -1.98652
H4 2.74953 -1.01330 -1.62236
H5 1.67666 0.41313 -1.75290
H6 2.16239 -1.43496 -4.10937
H7 -0.04061 0.61995 -3.57232
H8 0.45495 -0.27006 -5.13456
H9 1.49709 0.87207 -4.44504
H10 0.98649 -2.50322 -2.25642
H11 -0.03196 -2.22936 -3.48262
C5 3.52856 -4.09806 4.36337
O2 2.18389 -3.70716 4.13599
C6 2.13161 -3.38138 2.77030
C7 2.61444 -1.97625 2.39345
C8 1.80900 -0.98426 3.17264
N2 2.46730 -1.78405 0.94210
H12 3.70410 -5.08315 3.89772
H13 3.76050 -4.22554 5.44668
H14 4.23348 -3.30834 4.02104
H15 2.74107 -4.12131 2.22491
H16 1.03231 -3.46911 2.51364
H17 3.63068 -1.79881 2.59761
H18 0.71136 -1.07985 3.09470
H19 2.10119 0.00707 2.93234
H20 1.97113 -1.20949 4.21134
H21 3.00807 -2.44830 0.40834
H22 1.48314 -1.82330 0.65503
C9 -2.11849 -3.19729 2.75161
O3 -2.69112 -3.26998 1.46198
C10 -3.89238 -2.39637 1.35657
C11 -4.72877 -2.68965 0.06928
C12 -5.52639 -4.00717 0.00842
N3 -3.81278 -2.47113 -1.04811
H23 -2.86302 -3.48420 3.52382
H24 -1.62916 -2.23727 3.01331
H25 -1.32327 -3.99068 2.75278
H26 -4.42218 -2.44838 2.31909
H27 -3.56622 -1.33191 1.19221
H28 -5.39228 -1.86536 -0.01255
H29 -4.91859 -4.93980 0.07570
H30 -6.14277 -4.09728 -0.88032
H31 -6.18658 -4.05512 0.92141
H32 -3.96967 -1.62790 -1.56776
H33 -2.81385 -2.58698 -0.79570
C13 2.26070 3.97847 -2.23984
O4 1.37493 3.62837 -1.07727
C14 0.12186 3.19366 -1.66874
C15 -0.87917 4.31061 -1.96163
C16 -1.23363 5.14617 -0.71447
N4 -2.04780 3.60687 -2.57519
H34 3.18108 4.32728 -1.76374
H35 1.81564 4.83940 -2.78367
H36 2.33860 3.19934 -2.94557
H37 0.25451 2.55234 -2.54721
H38 -0.31371 2.59353 -0.88238
H39 -0.49850 5.00244 -2.69198
H40 -0.36085 5.66594 -0.31227
H41 -1.61125 4.52507 0.07763
H42 -1.97831 5.92581 -0.96528
H43 -2.85711 4.23456 -2.40412
H44 -1.97965 3.58008 -3.59489
C17 1.10189 3.61239 2.49222
O5 1.14238 4.74869 1.66503
H45 2.04865 3.09156 2.55936
H46 0.82690 3.97181 3.48671
H47 0.31067 2.92572 2.19900
H48 1.47382 4.48531 0.78042
C18 -0.95870 -0.50782 0.36549
O6 -1.10353 -0.18187 -1.03476
H49 0.09909 -0.36310 0.63202
H50 -1.71425 0.08364 0.96618
H51 -1.24397 -1.55252 0.61505
H52 -0.68465 -0.91710 -1.58202
O7 -3.63378 1.87125 1.91391
H53 -4.42332 1.48028 2.31753
H54 -3.50064 1.41783 1.05753
O8 2.94364 1.18472 0.70309
H55 2.31086 1.58506 0.07423
H56 2.76591 0.21424 0.68867
O9 -3.51362 0.89935 -0.89943
H57 -2.61820 0.59334 -1.10974
H58 -3.59661 1.70304 -1.39034

These are the Mulliken partial charges, in e, on atoms 1 to 8: -0.724 -0.356 0.358 0.200 -1.427 -0.521 0.275 0.307

=====

# 3
The following is a quantum chemistry calculation of a structure of composition C32H38CaN8O2, from OMol25.

Output
* ΔE to the lowest compared entry with this formula, charge and spin: 1.17 kcal per mole
* HOMO energy: -0.265 Eh
* DFT total energy: -2508.52540 hartree
* orbital gap: 7.69 eV
* spin multiplicity: 1

Atoms and positions in Å:
Ca1 0.52379 0.28831 -0.16813
O1 -0.52524 1.30977 -1.98547
C1 -0.85022 2.43393 -2.52197
C2 -1.62988 2.47326 -3.70883
C3 -2.00723 3.66176 -4.28821
C4 -1.63977 4.88986 -3.72702
C5 -0.88531 4.88130 -2.57614
C6 -0.47933 3.68764 -1.95979
C7 0.30628 3.80759 -0.74450
N1 0.79922 2.87722 -0.02422
C8 1.49130 3.31872 1.18004
C9 0.71258 2.96208 2.47045
N2 -0.46674 2.12637 2.26210
C10 -0.52966 0.97070 2.80267
C11 0.54571 0.20389 3.45485
C12 0.28933 -0.46845 4.64939
C13 1.23968 -1.28455 5.23521
C14 2.46927 -1.44079 4.58973
C15 2.73583 -0.80975 3.39415
C16 1.78219 0.02626 2.76310
O2 1.99330 0.55614 1.60167
H1 -1.92228 1.52339 -4.14175
H2 -2.60167 3.64558 -5.19467
H3 -1.94309 5.82071 -4.18557
H4 -0.58847 5.81989 -2.11898
H5 0.46540 4.84993 -0.43319
H6 1.65714 4.40220 1.15432
H7 2.45770 2.82203 1.21239
H8 0.31827 3.88842 2.89604
H9 1.39905 2.52291 3.19594
H10 -1.50482 0.47684 2.71814
H11 -0.67859 -0.34450 5.12490
H12 1.03500 -1.78661 6.17089
H13 3.22687 -2.07902 5.03069
H14 3.68570 -0.95676 2.89182
C17 -1.34434 -1.99363 -1.81729
C18 -1.24813 -2.75444 -0.50874
N3 -0.90506 -1.88146 0.62885
C19 -0.16666 -2.63180 1.64013
C20 1.25358 -2.86700 1.18206
C21 1.98808 -3.96646 1.61031
C22 3.29468 -4.09563 1.17621
C23 3.82783 -3.12977 0.33546
C24 3.02614 -2.06204 -0.03891
C25 3.56507 -0.92822 -0.87552
N4 2.54060 -0.28944 -1.70224
C26 2.15472 -1.05023 -2.90424
C27 1.00170 -2.02098 -2.67542
N5 -0.11071 -1.28950 -2.11236
N6 1.76497 -1.95062 0.36739
H15 -2.13482 -1.24116 -1.74020
H16 -1.64094 -2.68992 -2.61658
H17 -0.46276 -3.51023 -0.58799
H18 -2.18413 -3.29467 -0.32352
H19 -1.74489 -1.47447 1.02867
H20 -0.63045 -3.60058 1.87013
H21 -0.13004 -2.05856 2.56904
H22 1.53828 -4.69740 2.26914
H23 3.89271 -4.94330 1.48542
H24 4.84505 -3.20074 -0.02710
H25 4.41194 -1.28775 -1.47472
H26 3.93696 -0.17378 -0.17686
H27 2.89260 0.61434 -1.99338
H28 3.01584 -1.59099 -3.31764
H29 1.83987 -0.32054 -3.65404
H30 1.30296 -2.82387 -1.99920
H31 0.75901 -2.49484 -3.63986
H32 -0.31177 -0.43695 -2.63031
N7 -2.70002 2.20296 0.24854
C28 -3.37468 1.08234 -0.11404
C29 -4.02359 1.01939 -1.36826
C30 -4.76666 -0.08964 -1.67626
C31 -4.86808 -1.13371 -0.75114
C32 -4.18002 -0.99570 0.43303
N8 -3.43037 0.06637 0.75691
H33 -2.42104 2.82519 -0.49379
H34 -2.08088 2.18853 1.05767
H35 -3.92208 1.84492 -2.06082
H36 -5.27280 -0.15266 -2.63179
H37 -5.46074 -2.01539 -0.94896
H38 -4.21825 -1.78224 1.18222

These are the Mulliken partial charges, in e, on atoms 1 to 8: 2.256 0.065 -0.649 -0.846 -0.540 -0.895 -0.728 1.051